17
Properties=species:S:1:pos:R:3 method="wB97M-V/def2-TZVPD" largest_force_ev_per_a=0.53 spin_multiplicity=1 total_charge=0 gap_ev=10.8 e_lumo_ev=0.94
C 0.8222 0.4544 -2.1217
C 0.9012 -0.2922 -0.7943
C 0.1497 0.4541 0.3035
O -1.1310 0.7713 -0.2351
C -0.0096 -0.3835 1.6024
C -1.4468 -0.8532 1.6449
O -2.3001 -0.3120 2.3097
H 1.3222 -0.0924 -2.9261
H -0.2255 0.6026 -2.3917
H 1.2876 1.4435 -2.0394
H 0.4711 -1.2980 -0.8967
H 1.9447 -0.4265 -0.4791
H 0.6888 1.3853 0.5338
H -1.6306 1.2808 0.4161
H 0.1843 0.2135 2.4989
H 0.6678 -1.2462 1.5997
H -1.6961 -1.7017 0.9752

---

17
Properties=species:S:1:pos:R:3 method="wB97M-V/def2-TZVPD" largest_force_ev_per_a=2.34 spin_multiplicity=1 total_charge=0 gap_ev=9.7 e_lumo_ev=0.71
C 1.7037 0.7339 -0.7101
C 1.4596 -0.4165 0.2212
C 0.9495 -0.2999 1.4438
O -1.3015 -1.1772 0.9749
C -1.1238 -0.6636 -0.2827
C -1.8608 0.6219 -0.4943
O -0.4529 -1.2337 -1.0967
H 1.4610 0.5175 -1.7565
H 2.7727 0.9661 -0.6576
H 1.1553 1.6308 -0.3978
H 1.8125 -1.3883 -0.1221
H 0.5733 0.6516 1.8164
H 0.9316 -1.1346 2.1348
H -2.0609 -1.6581 0.5502
H -1.1575 1.4085 -0.2072
H -2.1088 0.7206 -1.5486
H -2.7529 0.7210 0.1325